Record 1
Formula: C39H37BiBr4N5O9Se2Te
Source: the Open Molecules 2025 dataset
Level of theory: the ωB97M-V functional and the def2-TZVPD basis

Calculated values
<S²>: 0.7612
Electronic energy in a.u.: -18040.76030
F_max in hartree/bohr: 0.0155

Geometry as ORCA input:
```
! RIJCOSX wB97M-V def2-TZVPD def2/J DEFGRID3
* xyz -2 2
Bi -0.048 0.221 -1.480
Br 2.098 -5.367 -4.970
C 1.412 -3.828 -4.066
C 0.351 -4.028 -3.136
C -0.105 -2.905 -2.521
N 0.350 -1.662 -2.748
C 1.472 -1.425 -3.589
C 1.934 -2.630 -4.339
C 1.070 -0.248 -4.494
C 1.394 -0.160 -5.833
C 0.913 0.928 -6.536
Br 1.283 1.070 -8.396
C 0.158 1.899 -5.915
C -0.093 1.735 -4.564
N 0.325 0.676 -3.889
H -0.062 -5.001 -2.932
H -0.938 -2.959 -1.828
H 2.781 -2.515 -5.000
H 1.984 -0.926 -6.310
H -0.220 2.761 -6.440
H -0.676 2.464 -4.015
Br -0.142 3.185 1.314
C 1.795 3.150 1.280
Br 2.503 1.407 0.991
H 2.121 3.501 2.251
H 2.121 3.784 0.464
Se -3.585 3.232 -3.192
C -2.872 1.645 -2.452
N -1.708 1.794 -2.052
C -4.354 -1.521 -1.565
C -3.159 -0.619 -1.730
O -3.633 0.522 -2.432
N -2.027 -0.842 -1.291
Te -0.907 -2.232 1.095
C -0.548 -3.556 2.715
C 0.474 -4.504 2.558
C 1.351 -4.547 1.333
C 0.689 -5.443 3.564
C -0.080 -5.466 4.717
C 0.154 -6.493 5.793
C -1.098 -4.532 4.840
C -1.358 -3.582 3.856
C -2.510 -2.640 4.070
C -0.813 -0.544 2.393
C 0.337 -0.343 3.168
C 1.569 -1.196 3.061
C 0.351 0.715 4.074
C -0.722 1.580 4.222
C -0.690 2.696 5.230
C -1.828 1.386 3.411
C -1.889 0.348 2.488
C -3.123 0.257 1.630
H -4.877 -1.650 -2.512
H -5.055 -1.068 -0.862
H -4.021 -2.482 -1.180
H 0.831 -5.005 0.487
H 2.250 -5.135 1.521
H 1.655 -3.553 0.998
H 1.488 -6.167 3.442
H 1.050 -7.078 5.587
H -0.688 -7.186 5.867
H 0.275 -6.023 6.770
H -1.723 -4.541 5.728
H -3.233 -3.085 4.755
H -3.012 -2.411 3.129
H -2.177 -1.690 4.493
H 1.801 -1.432 2.020
H 1.446 -2.137 3.600
H 2.420 -0.663 3.484
H 1.247 0.873 4.666
H 0.335 2.956 5.495
H -1.206 2.409 6.149
H -1.181 3.588 4.840
H -2.664 2.075 3.475
H -4.000 0.577 2.195
H -3.286 -0.755 1.256
H -3.035 0.911 0.758
O 4.583 -0.617 -1.176
Se 3.260 -1.517 -1.372
O 2.575 -0.796 -2.865
O 2.072 -1.191 -0.288
O 3.480 -3.093 -1.656
O 2.275 3.065 -3.736
C 1.704 3.285 -2.664
O 1.347 2.484 -1.762
C 1.375 4.739 -2.347
C 2.382 5.702 -2.363
C 2.115 7.010 -2.000
C 0.818 7.339 -1.645
C -0.215 6.416 -1.660
C 0.074 5.109 -2.013
N 0.533 8.719 -1.223
O -0.607 9.000 -0.904
O 1.455 9.518 -1.215
H 3.377 5.408 -2.670
H 2.882 7.770 -1.994
H -1.214 6.718 -1.383
H -0.712 4.363 -2.027
*
```

natural (NBO) population analysis, charges in e, atoms 1 to 6: Bi 2.050; Br -0.008; C -0.014; C -0.445; C 0.104; N -0.788

Record 2
Formula: C21H39BClN4O11
Source: the Open Molecules 2025 dataset
Level of theory: the ωB97M-V functional and the def2-TZVPD basis

Calculated values
Electronic energy in a.u.: -2355.10746
F_max in hartree/bohr: 0.0515

Geometry as ORCA input:
```
! RIJCOSX wB97M-V def2-TZVPD def2/J DEFGRID3
* xyz 1 1
C 0.354 -4.662 0.272
C -0.319 -3.256 0.127
C -1.000 -3.225 -1.274
C -2.090 -2.141 -1.438
N -1.596 -0.860 -1.970
N -0.616 -0.280 -1.163
C 0.727 -0.172 -1.580
C 1.435 -0.625 -2.872
N 0.596 -1.134 -3.936
C 1.348 0.474 -0.546
C 2.800 0.882 -0.407
B 3.508 -0.184 0.579
O 3.706 -1.478 0.134
O 3.909 0.161 1.854
N 0.422 0.727 0.468
Cl 0.733 1.519 1.912
C -0.758 0.240 0.043
C -1.991 0.333 0.916
O -2.765 1.497 0.655
C -3.774 1.598 1.682
O -5.041 1.815 1.159
C -5.801 0.618 0.998
C -5.365 -0.079 -0.329
O -6.538 -0.368 -1.095
H 1.185 -4.641 0.993
H 0.730 -4.988 -0.715
H -0.381 -5.430 0.570
H -1.032 -3.142 0.959
H 0.484 -2.497 0.138
H -0.217 -3.210 -2.049
H -1.517 -4.198 -1.384
H -2.814 -2.520 -2.183
H -2.668 -2.052 -0.499
H -2.343 -0.191 -2.137
H 2.177 -1.385 -2.566
H 2.004 0.220 -3.300
H 0.011 -1.905 -3.647
H 0.010 -0.419 -4.349
H 2.917 1.907 -0.030
H 3.247 0.758 -1.403
H 3.546 -2.086 0.870
H 3.823 1.117 1.970
H -1.628 0.369 1.962
H -2.622 -0.565 0.815
H -3.781 0.691 2.321
H -3.523 2.439 2.356
H -5.688 -0.087 1.840
H -6.874 0.851 0.913
H -4.770 -0.998 -0.148
H -4.737 0.622 -0.913
H -6.223 -0.616 -1.974
C -0.738 0.643 6.877
C -0.877 -0.570 5.988
C -0.391 -0.365 4.580
O -1.142 -1.346 3.860
C -2.312 -1.520 4.544
O -3.249 -2.114 4.123
O -2.255 -0.914 5.759
H -0.960 0.380 7.912
H 0.278 1.040 6.840
H -1.441 1.426 6.592
H -0.389 -1.431 6.453
H 0.679 -0.542 4.478
H -0.635 0.620 4.174
C 5.356 3.969 -5.725
C 4.856 3.974 -4.301
C 5.423 2.877 -3.443
O 4.406 2.741 -2.438
C 3.232 3.109 -3.020
O 2.155 2.936 -2.536
O 3.447 3.692 -4.222
H 5.032 4.872 -6.243
H 6.446 3.934 -5.755
H 4.953 3.122 -6.283
H 5.023 4.956 -3.849
H 6.380 3.144 -2.998
H 5.523 1.924 -3.967
*
```

Mulliken population analysis, charges in e, atoms 1 to 6: C -1.440; C 0.755; C -1.050; C -0.235; N -1.014; N 0.703

Record 3
Formula: C4H7NO3
Source: the Open Molecules 2025 dataset
Level of theory: the ωB97M-V functional and the def2-TZVPD basis

Calculated values
Electronic energy in a.u.: -437.04480
F_max in hartree/bohr: 0.0724
SMILES string: O=C(O)[C@H]1NC[C@@H]1O
Energy above the lowest of the compared OMol25 structures with the same formula, charge and spin in kJ/mol: 258.8

Geometry as ORCA input:
```
! RIJCOSX wB97M-V def2-TZVPD def2/J DEFGRID3
* xyz 0 1
O -2.172 1.234 0.224
C -1.436 0.233 0.075
O -1.942 -0.867 -0.479
C 0.021 -0.071 0.596
N 0.546 -1.502 0.431
C 1.795 -0.948 -0.042
C 1.121 0.388 -0.416
O 1.811 1.577 -0.047
H -2.870 -0.607 -0.759
H 0.176 0.226 1.622
H 0.080 -1.993 -0.382
H 2.216 -1.496 -0.931
H 2.606 -0.979 0.693
H 0.846 0.514 -1.474
H 2.546 1.686 -0.638
*
```

natural (NBO) population analysis, charges in e, atoms 1 to 6: O -0.601; C 0.779; O -0.683; C -0.169; N -0.598; C -0.260

Record 4
Formula: C5H12NS
Source: the Open Molecules 2025 dataset
Level of theory: the ωB97M-V functional and the def2-TZVPD basis

Calculated values
Electronic energy in a.u.: -650.36414
F_max in hartree/bohr: 0.0533
SMILES string: C[C@H](C=S)[NH+](C)C
Energy above the lowest of the compared OMol25 structures with the same formula, charge and spin in kJ/mol: 132.9

Geometry as ORCA input:
```
! RIJCOSX wB97M-V def2-TZVPD def2/J DEFGRID3
* xyz 1 1
C -0.145 0.669 1.888
C -0.634 0.001 0.623
C -0.491 -1.648 0.734
S 0.332 -2.360 1.899
N 0.076 0.529 -0.585
C 1.458 0.031 -0.715
C -0.683 0.301 -1.830
H 0.892 0.428 2.105
H -0.736 0.310 2.726
H -0.262 1.749 1.834
H -1.702 0.187 0.484
H -1.040 -2.182 -0.028
H 0.130 1.543 -0.440
H 1.448 -1.008 -1.040
H 1.999 0.627 -1.448
H 1.978 0.094 0.237
H -0.839 -0.765 -1.981
H -1.651 0.798 -1.783
H -0.129 0.697 -2.680
*
```

natural (NBO) population analysis, charges in e, atoms 1 to 6: C -0.652; C -0.098; C -0.355; S 0.243; N -0.343; C -0.427

Record 5
Formula: C26H21F5N6SV
Source: the Open Molecules 2025 dataset
Level of theory: the ωB97M-V functional and the def2-TZVPD basis

Calculated values
<S²>: 0.7684
Electronic energy in a.u.: -3173.41758
F_max in hartree/bohr: 0.0525
Energy above the lowest of the compared OMol25 structures with the same formula, charge and spin in kJ/mol: 16.0

Geometry as ORCA input:
```
! RIJCOSX wB97M-V def2-TZVPD def2/J DEFGRID3
* xyz 0 2
V -1.401 -0.414 -0.462
C 3.789 -4.647 1.898
C 2.941 -3.534 1.342
C 3.467 -2.558 0.499
C 2.676 -1.561 -0.027
C 1.302 -1.452 0.274
N 0.497 -0.473 -0.255
C 1.075 0.653 -0.853
C 1.956 1.475 -0.149
C 2.489 2.616 -0.719
C 2.161 2.983 -2.019
C 2.708 4.235 -2.652
C 1.276 2.180 -2.723
C 0.735 1.032 -2.163
N -0.167 0.235 -2.914
C -0.227 0.119 -4.265
C -1.188 -0.816 -4.558
C -1.661 -1.254 -3.314
N -1.057 -0.597 -2.325
C 0.777 -2.460 1.109
C 1.586 -3.473 1.613
N -0.602 -2.479 1.447
C -1.130 -2.981 2.588
C -2.498 -2.962 2.458
C -2.728 -2.432 1.185
N -1.576 -2.124 0.577
H 4.814 -4.315 2.059
H 3.820 -5.497 1.211
H 3.391 -5.008 2.846
H 4.518 -2.599 0.233
H 3.104 -0.833 -0.702
H 2.200 1.195 0.868
H 3.155 3.241 -0.135
H 3.637 4.545 -2.175
H 1.992 5.054 -2.563
H 2.901 4.076 -3.713
H 0.978 2.480 -3.722
H 0.425 0.674 -4.915
H -1.491 -1.157 -5.532
H -2.387 -2.017 -3.091
H 1.136 -4.252 2.218
H -0.514 -3.284 3.415
H -3.225 -3.287 3.181
H -3.667 -2.262 0.690
F -2.013 3.667 5.036
C -2.018 3.293 3.756
C -1.736 1.988 3.404
F -1.465 1.077 4.343
C -1.740 1.627 2.072
F -1.481 0.322 1.785
C -1.988 2.510 1.022
S -1.864 2.062 -0.634
C -2.309 3.815 1.428
F -2.607 4.729 0.505
C -2.313 4.204 2.752
F -2.598 5.467 3.076
N -3.712 -0.299 -1.007
H -4.289 -1.067 -1.335
H -3.667 0.401 -1.739
H -4.188 0.142 -0.228
*
```

natural (NBO) population analysis, charges in e, atoms 1 to 6: V 0.963; C -0.620; C -0.061; C -0.178; C -0.274; C 0.252

Record 6
Formula: C24H29IrN9
Source: the Open Molecules 2025 dataset
Level of theory: the ωB97M-V functional and the def2-TZVPD basis

Calculated values
Electronic energy in a.u.: -1528.23423
F_max in hartree/bohr: 0.0479
Energy above the lowest of the compared OMol25 structures with the same formula, charge and spin in kJ/mol: 44.0

Geometry as ORCA input:
```
! RIJCOSX wB97M-V def2-TZVPD def2/J DEFGRID3
* xyz 3 1
Ir -0.075 0.633 -0.580
C 1.197 3.181 -1.555
N -0.075 2.763 -0.889
C -1.334 3.193 -1.567
C -2.386 2.153 -1.316
N -2.053 0.895 -1.005
C -3.263 0.187 -0.852
C -3.517 -1.141 -0.530
C -4.843 -1.524 -0.479
C -5.887 -0.621 -0.742
C -5.641 0.697 -1.068
C -4.304 1.070 -1.119
N -3.700 2.302 -1.402
C 2.246 2.148 -1.262
N 1.911 0.915 -0.898
C 3.105 0.209 -0.684
C 3.344 -1.103 -0.282
C 4.664 -1.493 -0.197
C 5.720 -0.615 -0.503
C 5.490 0.684 -0.904
C 4.157 1.070 -0.985
N 3.568 2.287 -1.342
H 1.515 4.171 -1.223
H 1.023 3.241 -2.631
H -0.077 3.114 0.068
H -1.143 3.262 -2.640
H -1.657 4.179 -1.231
H -2.721 -1.849 -0.344
H -5.090 -2.548 -0.236
H -6.909 -0.970 -0.691
H -6.444 1.392 -1.271
H -4.183 3.152 -1.658
H 2.539 -1.786 -0.046
H 4.900 -2.504 0.107
H 6.738 -0.969 -0.420
H 6.302 1.358 -1.140
H 4.060 3.125 -1.619
C 0.517 -4.331 -2.671
C 0.239 -3.384 -1.557
C -0.057 -3.597 -0.226
C -0.228 -2.340 0.358
N -0.040 -1.393 -0.570
N 0.243 -2.047 -1.731
C -0.563 -2.027 1.774
H 0.459 -5.353 -2.307
H 1.514 -4.167 -3.082
H -0.207 -4.210 -3.477
H -0.146 -4.552 0.263
H 0.435 -1.553 -2.588
H -0.994 -2.904 2.251
H -1.285 -1.213 1.837
H 0.334 -1.752 2.333
C -1.008 0.885 4.541
N 0.228 0.934 3.730
C 1.524 1.012 4.441
C 0.174 0.983 2.452
N 0.092 1.056 1.292
H -0.931 0.049 5.233
H -1.868 0.747 3.892
H -1.108 1.815 5.098
H 1.588 0.174 5.131
H 1.572 1.948 4.994
H 2.339 0.960 3.724
*
```

natural (NBO) population analysis, charges in e, atoms 1 to 6: Ir 1.247; C -0.274; N -0.561; C -0.277; C 0.424; N -0.572

Record 7
Formula: C41H65FIN11O5P
Source: the Open Molecules 2025 dataset
Level of theory: the ωB97M-V functional and the def2-TZVPD basis

Calculated values
Electronic energy in a.u.: -3318.17352
F_max in hartree/bohr: 0.0976

Geometry as ORCA input:
```
! RIJCOSX wB97M-V def2-TZVPD def2/J DEFGRID3
* xyz 1 1
C 1.051 4.329 2.170
C 0.106 4.827 0.993
C 0.301 4.126 -0.428
C 1.646 3.322 -0.606
C 2.833 4.413 -0.545
C 3.910 4.076 0.558
N 4.314 2.736 0.890
O 4.390 5.010 1.178
N -0.987 3.545 -0.948
N -1.699 4.697 -1.429
P -0.820 2.590 -2.521
N -2.001 2.789 -3.538
C -1.806 2.785 0.111
C -0.825 1.644 0.617
C -1.418 0.287 1.102
O -1.699 -0.517 0.261
F -1.563 -0.130 2.394
O -2.799 2.205 -0.688
C -3.868 1.562 -0.226
N -4.719 1.096 0.388
C -2.222 3.851 1.241
I -2.208 2.871 3.299
C -3.737 4.296 1.294
C -4.331 5.226 0.178
C -5.199 4.475 -0.946
C -6.466 3.758 -0.386
O -7.067 3.024 -1.146
O -6.966 3.929 0.887
N -1.271 4.909 1.502
C -1.695 6.235 1.816
C -1.792 7.393 0.884
C -2.228 8.727 1.289
C -2.568 9.030 2.689
C -2.452 7.913 3.654
C -2.043 6.551 3.232
H 0.485 4.396 3.145
H 1.928 5.032 2.305
H 1.481 3.302 2.078
H 0.427 5.907 0.871
H 0.513 4.998 -1.125
H 1.804 2.505 0.156
H 1.805 2.831 -1.599
H 2.424 5.427 -0.299
H 3.327 4.503 -1.557
H 4.987 2.851 1.661
H 3.506 2.243 1.297
H -1.291 5.005 -2.328
H -2.667 4.479 -1.679
H 0.365 3.055 -3.185
H -0.706 1.178 -2.265
H -2.419 1.876 -3.741
H -0.119 1.992 1.432
H -0.100 1.298 -0.181
H -4.464 3.436 1.422
H -3.902 4.834 2.275
H -3.621 5.896 -0.367
H -5.074 5.918 0.680
H -4.594 3.791 -1.594
H -5.576 5.298 -1.627
H -7.577 3.168 1.007
H -1.531 7.173 -0.186
H -2.308 9.543 0.521
H -2.865 10.064 2.973
H -2.674 8.120 4.726
H -1.980 5.777 4.041
C -0.661 -2.895 3.558
C -0.247 -4.288 4.017
C 0.779 -4.259 5.151
C 2.015 -3.562 4.699
N 2.968 -3.025 4.344
H 0.188 -2.339 3.152
H -1.413 -2.960 2.769
H -1.086 -2.318 4.384
H 0.160 -4.836 3.163
H -1.134 -4.831 4.352
H 1.034 -5.276 5.454
H 0.375 -3.739 6.022
C 7.244 -0.368 -3.062
C 7.499 0.310 -1.721
C 6.225 0.490 -0.889
C 5.252 1.341 -1.623
N 4.499 1.998 -2.196
H 6.583 0.229 -3.696
H 8.180 -0.500 -3.605
H 6.790 -1.352 -2.924
H 7.964 1.284 -1.898
H 8.214 -0.288 -1.150
H 6.461 0.966 0.064
H 5.764 -0.478 -0.679
C -3.090 -6.188 1.221
C -3.954 -7.361 1.672
C -4.115 -7.427 3.193
C -2.783 -7.592 3.837
N -1.751 -7.722 4.329
H -2.069 -6.268 1.606
H -3.025 -6.161 0.133
H -3.512 -5.238 1.560
H -3.512 -8.291 1.308
H -4.941 -7.274 1.212
H -4.750 -8.271 3.469
H -4.583 -6.515 3.570
C -0.328 -8.864 -2.777
C -0.337 -8.526 -1.290
C -1.578 -9.054 -0.566
C -2.807 -8.452 -1.154
N -3.753 -7.988 -1.615
H -1.169 -8.402 -3.299
H 0.587 -8.494 -3.245
H -0.377 -9.944 -2.934
H -0.274 -7.440 -1.171
H 0.555 -8.952 -0.822
H -1.532 -8.799 0.495
H -1.639 -10.141 -0.651
C 4.055 -2.765 -5.976
C 4.443 -4.189 -5.590
C 5.471 -4.238 -4.456
C 6.721 -3.545 -4.871
N 7.686 -3.009 -5.195
H 4.911 -2.204 -6.356
H 3.301 -2.779 -6.765
H 3.641 -2.226 -5.120
H 4.840 -4.700 -6.471
H 3.546 -4.731 -5.280
H 5.707 -5.274 -4.207
H 5.077 -3.755 -3.559
*
```

Mulliken population analysis, charges in e, atoms 1 to 6: C -1.272; C -0.317; C -0.861; C -0.414; C -0.831; C 0.005

Record 8
Formula: C8H8MnN2S6
Source: the Open Molecules 2025 dataset
Level of theory: the ωB97M-V functional and the def2-TZVPD basis

Calculated values
Electronic energy in a.u.: -3959.08883
F_max in hartree/bohr: 0.0021

Geometry as ORCA input:
```
! RIJCOSX wB97M-V def2-TZVPD def2/J DEFGRID3
* xyz 1 1
Mn -0.016 0.012 0.017
C -2.870 -1.991 -0.196
C -1.626 -2.406 -0.899
N -0.502 -1.724 -0.880
C 0.502 -2.338 -1.615
C 0.132 -3.499 -2.195
S -1.508 -3.832 -1.825
C 1.763 -1.604 -1.610
C 2.961 -1.849 -2.185
S 4.051 -0.584 -1.799
C 2.864 0.213 -0.881
N 1.717 -0.432 -0.872
C 3.098 1.498 -0.170
H -2.699 -1.050 0.321
H -3.170 -2.746 0.530
H -3.687 -1.862 -0.907
H 0.718 -4.162 -2.810
H 3.256 -2.682 -2.801
H 4.117 1.850 -0.315
H 2.914 1.367 0.897
H 2.404 2.254 -0.539
S -0.095 0.225 2.047
S -1.004 1.922 2.767
S -1.589 2.936 1.091
S -0.970 1.742 -0.464
*
```

natural (NBO) population analysis, charges in e, atoms 1 to 6: Mn 0.436; C -0.673; C 0.128; N -0.557; C 0.173; C -0.423

Question: Look up the F_max of the second one.
Answer: 0.0515 hartree/bohr

Question: Which of these has the highest F_max?
Answer: C41H65FIN11O5P

Question: What is the electronic energy in the seventh record?
Answer: -3318.17352 a.u.